Record 1
Below is a structure of composition C8H17Cl3GePdS2Si, with properties calculated with the ωB97M-V functional and the def2-TZVPD basis.

Structure (ORCA input):
```
! wB97M-V def2-TZVPD RIJCOSX def2/J DEFGRID3
* xyz -1 2
Pd -0.1062 -0.4596 0.6826
C -3.7551 1.0512 -1.7180
C -2.6467 0.9335 -0.6844
S -1.1567 0.2999 -1.2731
C -2.8415 1.3028 0.6170
C -4.1616 1.8777 1.0948
S -1.6194 1.1424 1.7977
H -3.4220 0.6501 -2.6745
H -4.0606 2.0899 -1.8711
H -4.6388 0.4863 -1.4086
H -4.9139 1.9242 0.3079
H -4.0094 2.8885 1.4789
H -4.5575 1.2797 1.9189
Cl 1.3473 -0.7109 2.6971
Ge 2.1372 0.7633 0.9571
Cl 4.2742 0.0828 1.0931
Cl 2.3039 2.6178 2.1800
C 1.5670 -3.0877 0.0108
Si -0.2778 -3.2921 -0.1901
C -0.5493 -5.1186 0.1981
C -0.6480 -3.0915 -2.0086
C -1.3226 -2.1813 0.8689
H 2.0662 -3.9121 -0.5130
H 1.8781 -3.1055 1.0573
H 1.9307 -2.1548 -0.4227
H 0.0460 -5.7459 -0.4738
H -1.6034 -5.3954 0.0782
H -0.2581 -5.3508 1.2284
H -0.2022 -3.9250 -2.5639
H -0.2404 -2.1572 -2.3973
H -1.7259 -3.0840 -2.2054
H -1.3131 -2.3420 1.9438
H -2.3098 -1.9329 0.4853
*
```

Properties
calculated total energy: -135689.2046 eV
frontier orbital gap (alpha / beta): 6.09 / 5.58 eV
HOMO (alpha / beta): -0.1511 / -0.1466 Ha
energy above the lowest of the compared OMol25 structures with the same formula, charge and spin: 0.0 kJ/mol
LUMO energy (alpha / beta): 1.977 / 1.594 eV


Record 2
Below is a structure of composition C8H17ClFeINOP, with properties calculated with the ωB97M-V functional and the def2-TZVPD basis.

Structure (ORCA input):
```
! wB97M-V def2-TZVPD RIJCOSX def2/J DEFGRID3
* xyz 2 6
C 1.7856 -1.2624 0.1729
I 2.1431 1.4811 0.7585
H 0.7691 -0.7846 0.1064
H 1.5728 -1.8394 1.0866
H 1.7377 -2.0040 -0.6198
Fe -2.5204 -0.1819 -0.0614
P -0.5203 0.3278 -1.9842
C 1.0663 0.7929 -2.8275
C -0.9853 -1.0289 -3.1324
H -2.5379 1.6633 -2.1836
H -1.6202 1.7729 -3.7150
H -1.0424 2.6838 -2.3066
C -1.5271 1.7434 -2.6187
H -1.9719 -1.4028 -2.8237
H -1.0273 -0.7209 -4.1844
H 1.0092 0.7555 -3.9273
H 1.8966 0.1210 -2.5788
H -0.2251 -1.8181 -3.0341
H 1.3861 1.8173 -2.5985
C 2.9186 -0.3513 0.0549
O 4.0200 -0.6046 -0.3746
Cl -4.5142 -0.6005 -0.7656
C 0.5349 0.3361 4.8594
C -0.6134 -0.4241 4.1786
C -0.8995 -0.2334 2.7489
N -1.3069 -0.1682 1.6534
H 1.4764 -0.1019 4.5368
H 0.4792 0.3052 5.9520
H 0.5453 1.3884 4.5944
H -0.4889 -1.5038 4.3395
H -1.5398 -0.1580 4.6940
*
```

Properties
calculated total energy: -76389.3842 eV
frontier orbital gap (alpha / beta): 9.00 / 3.89 eV
HOMO (alpha / beta): -0.6050 / -0.6057 Ha
energy above the lowest of the compared OMol25 structures with the same formula, charge and spin: 0.0 kJ/mol
LUMO energy (alpha / beta): -7.458 / -12.592 eV


Record 3
Below is the molecule C8H17ClN2Si, with properties calculated with the ωB97M-V functional and the def2-TZVPD basis.

Structure (ORCA input):
```
! wB97M-V def2-TZVPD RIJCOSX def2/J DEFGRID3
* xyz 0 1
C 0.6322 -0.8220 0.4233
C -0.7094 -0.8017 0.3789
C 3.3566 -0.3515 -0.9650
C 3.0595 0.3215 1.5683
C -2.9468 0.6742 1.3311
C -3.4379 -0.6348 -0.8256
C 2.6340 0.5381 0.0170
C -2.5496 0.5494 -0.1384
N 1.1779 0.3451 -0.1128
N -1.2130 0.3045 -0.3342
Si 0.0322 1.3647 -0.8819
Cl -0.0156 3.2200 -0.0958
H 1.2267 -1.4881 0.9797
H -1.4130 -1.4691 0.8552
H 2.8091 -1.3080 -1.1776
H 3.5275 0.1642 -1.9162
H 4.4800 -0.5318 -0.6322
H 3.2480 -0.7416 1.5538
H 2.1328 0.5718 2.1124
H 3.9646 0.9565 1.5914
H -3.2235 -0.2784 1.6865
H -2.0249 1.1468 1.8370
H -3.7982 1.3331 1.4825
H -3.3254 -1.7547 -0.4853
H -3.3400 -0.7821 -1.8313
H -4.5310 -0.4361 -0.7759
H 2.8691 1.6451 0.0471
H -2.8217 1.4781 -0.6238
H -0.1436 1.5174 -2.2584
*
```

Properties
calculated total energy: -31952.5281 eV
frontier orbital gap: 8.04 eV
HOMO: -0.2643 Ha
SMILES string: CC(C)N1C=CN(C(C)C)[SiH]1Cl
energy above the lowest of the compared OMol25 structures with the same formula, charge and spin: 3.2 kJ/mol
LUMO energy: 0.852 eV


Record 4
Below is the molecule C8H17FSi, with properties calculated with the ωB97M-V functional and the def2-TZVPD basis.

Structure (ORCA input):
```
! wB97M-V def2-TZVPD RIJCOSX def2/J DEFGRID3
* xyz 0 1
C 1.2002 1.3680 -1.3279
C 0.2495 0.8682 -0.5275
C 1.2510 -3.7719 1.5153
C -1.7160 1.9005 -2.6368
C -1.8744 2.8339 0.3904
C 0.5744 -0.0407 0.6199
C 1.5139 -2.2456 1.6438
C 0.8500 -1.5060 0.4244
F -2.4349 0.1047 -0.6407
Si -1.4934 1.4213 -0.8019
H 1.0193 2.1794 -2.0207
H 2.2469 1.3669 -0.9871
H 2.0719 -4.2703 0.9201
H 0.1694 -3.9657 1.1034
H 1.1636 -4.3101 2.4685
H -0.8518 2.6128 -2.7321
H -1.7427 1.0916 -3.4167
H -2.6344 2.5032 -2.6687
H -2.9031 3.1163 0.3898
H -1.5679 2.2890 1.3228
H -1.1895 3.6862 0.4330
H 1.3352 0.4736 1.1953
H -0.3644 -0.0287 1.1092
H 1.1263 -1.9087 2.5968
H 2.5407 -2.0334 1.7011
H 1.5412 -1.7348 -0.2981
H -0.0811 -1.9996 0.2246
*
```

Properties
calculated total energy: -19167.6458 eV
frontier orbital gap: 10.43 eV
HOMO: -0.3520 Ha
SMILES string: C=C(CCCC)[Si](C)(C)F
energy above the lowest of the compared OMol25 structures with the same formula, charge and spin: 0.0 kJ/mol
LUMO energy: 0.854 eV


Record 5
Below is a cluster of 2 separate species, C8H17IN4O in total, with properties calculated with the ωB97M-V functional and the def2-TZVPD basis.

Structure (ORCA input):
```
! wB97M-V def2-TZVPD RIJCOSX def2/J DEFGRID3
* xyz 0 1
C -1.9505 0.7435 -2.8804
C -0.7106 1.6346 -2.9312
C 0.6464 0.9400 -2.7086
N 1.2213 1.2396 -1.3921
C 1.0268 0.3710 -0.4255
N 1.4036 0.4332 0.8736
C 0.9874 -0.6868 1.4268
C 1.1518 -1.0621 2.8552
C 0.3937 -0.0865 3.7947
C -0.6463 -0.8239 4.6265
I -2.0878 0.4991 5.4495
N 0.3604 -1.4670 0.5372
N 0.3833 -0.8014 -0.6549
H -1.8961 0.0263 -2.0583
H -2.8381 1.3554 -2.7100
H -2.0782 0.1640 -3.7901
H -0.6779 2.1798 -3.8752
H -0.8166 2.3983 -2.1529
H 1.3538 1.2261 -3.4792
H 0.5339 -0.1453 -2.8012
H 1.7672 2.0625 -1.1965
H 0.8098 -2.0854 3.0106
H 2.2208 -1.0169 3.0596
H 1.1107 0.3827 4.4649
H -0.0767 0.7069 3.2173
H -0.1998 -1.3278 5.4788
H -1.2009 -1.5569 4.0459
H -0.0593 -2.3750 0.6363
H 0.0045 -1.1776 -1.5256
O 0.1098 -1.2808 -4.2592
H -0.2465 -0.4698 -4.6360
*
```

Properties
calculated total energy: -24677.1629 eV
frontier orbital gap: 5.92 eV
HOMO: -0.2259 Ha
energy above the lowest of the compared OMol25 structures with the same formula, charge and spin: 0.0 kJ/mol
LUMO energy: -0.223 eV


Record 6
Below is a structure of composition C8H17INO, with properties calculated with the ωB97M-V functional and the def2-TZVPD basis.

Structure (ORCA input):
```
! wB97M-V def2-TZVPD RIJCOSX def2/J DEFGRID3
* xyz 1 1
C -0.8274 -1.9521 -1.5294
C -0.6408 -0.5964 -2.1256
C -1.7046 -1.8165 -0.2034
C 0.2476 0.3073 -1.2188
C -0.9996 -0.8579 0.8080
C 0.5397 2.7732 0.5020
C 2.0764 0.0214 2.4121
C 0.2004 1.3960 1.0268
N -0.4890 0.3770 0.1078
O 1.2305 -0.1605 3.3979
I -1.0765 1.8909 2.7073
H -1.3671 -2.5164 -2.2102
H 0.2786 -2.3224 -1.3523
H -0.1444 -0.7091 -3.0411
H -1.6116 -0.0372 -2.3357
H -2.6194 -1.5175 -0.5261
H -1.7947 -2.6846 0.3041
H 1.1843 -0.0486 -0.9412
H 0.3836 1.2762 -1.7327
H -1.6238 -0.5438 1.5285
H -0.0848 -1.3610 1.2934
H 1.0841 3.4041 1.3612
H 1.3399 2.6113 -0.3068
H -0.2015 3.3502 0.0250
H 1.9615 -0.4873 1.5205
H 3.0272 0.4982 2.3566
H -1.2592 0.9190 -0.1137
H 1.4248 0.1369 4.3035
*
```

Properties
calculated total energy: -20198.3437 eV
frontier orbital gap (alpha / beta): 7.13 / 8.40 eV
HOMO (alpha / beta): -0.4173 / -0.4345 Ha
energy above the lowest of the compared OMol25 structures with the same formula, charge and spin: 313.9 kJ/mol
LUMO energy (alpha / beta): -4.228 / -3.427 eV


Record 7
Below is a cluster of 3 separate species, C8H17N in total, with properties calculated with the ωB97M-V functional and the def2-TZVPD basis.

Structure (ORCA input):
```
! wB97M-V def2-TZVPD RIJCOSX def2/J DEFGRID3
* xyz 0 1
C 0.3725 0.8414 0.2550
C -2.0412 0.7059 -0.2794
C 0.0454 -0.3925 -0.1893
C 0.4592 1.2249 1.6800
C -2.8196 -0.1594 0.6661
C -2.3391 0.5717 -1.7434
C 3.1352 -1.5334 -0.9200
C 2.5315 -0.7091 0.1832
N 3.0678 -0.4013 1.2739
H 0.6592 1.5837 -0.4820
H -1.9459 1.7374 0.0538
H 4.0293 -0.7702 1.4090
H -0.2228 -1.1776 0.5032
H 0.0876 -0.6411 -1.2382
H -0.1544 0.5819 2.3116
H 1.5075 1.0715 1.9805
H 0.1898 2.2697 1.8402
H -2.7890 -1.2122 0.3689
H -2.2945 -0.4720 -2.0706
H -3.3501 0.9336 -1.9887
H -3.8826 0.1275 0.6984
H -2.4441 -0.0879 1.6907
H -1.6400 1.1463 -2.3577
H 2.5200 -2.4174 -1.1102
H 3.1571 -0.9585 -1.8501
H 4.1612 -1.8627 -0.6849
*
```

Properties
calculated total energy: -10056.0697 eV
frontier orbital gap (alpha / beta): 6.60 / 7.75 eV
HOMO (alpha / beta): -0.2210 / -0.2468 Ha
energy above the lowest of the compared OMol25 structures with the same formula, charge and spin: 525.9 kJ/mol
LUMO energy (alpha / beta): 0.585 / 1.038 eV


Record 8
Below is a structure of composition C8H17N, with properties calculated with the ωB97M-V functional and the def2-TZVPD basis.

Structure (ORCA input):
```
! wB97M-V def2-TZVPD RIJCOSX def2/J DEFGRID3
* xyz 0 1
C 0.1084 1.0774 0.6924
C -0.4221 1.5370 -0.5573
C -0.7951 1.0852 1.9037
C 1.5467 1.4196 0.9803
C -1.1697 -1.6453 0.3962
C 0.2135 -1.0362 0.5177
N 1.1489 -1.5019 1.2383
H 0.8747 -2.3460 1.7486
H 0.0866 2.3854 -1.0121
H -1.5055 1.5984 -0.6347
H -0.0760 0.6544 -1.3874
H -0.8670 2.1099 2.2848
H -1.8064 0.7564 1.6645
H -0.3974 0.4554 2.7001
H 1.6126 2.4450 1.3603
H 1.9686 0.7425 1.7224
H 2.1565 1.3543 0.0779
H -1.6166 -1.8091 1.3779
H -1.8340 -1.0154 -0.1988
H -1.0970 -2.6088 -0.1132
C 0.6193 -0.4945 -2.1031
C -0.0934 -1.2416 -2.9401
H -1.0711 -1.6296 -2.6750
H 1.6046 -0.1261 -2.3787
H 0.5569 -0.6787 -0.7253
H 0.2542 -1.4877 -3.9394
*
```

Properties
calculated total energy: -10056.4887 eV
frontier orbital gap: 8.63 eV
HOMO: -0.3004 Ha
energy above the lowest of the compared OMol25 structures with the same formula, charge and spin: 485.4 kJ/mol
LUMO energy: 0.457 eV


Question: What is the energy above the lowest of the compared OMol25 structures with the same formula, charge and spin in the third record?
Answer: 3.2 kJ/mol